Entry 1:
A structure of composition C41H38BrIN2O5PRuS, computed with the ωB97M-V functional and the def2-TZVPD basis.

```
! RIJCOSX wB97M-V def2-TZVPD def2/J DEFGRID3
* xyz 1 5
Ru 1.2611 0.2563 0.4284
I 0.5347 0.9920 2.7376
C 2.7625 1.5713 0.4065
C 3.8186 1.1385 1.1750
C 5.1255 1.6082 0.9277
C 5.3466 2.4770 -0.0993
C 4.2775 2.9492 -0.9048
C 4.5165 3.8261 -1.9886
C 3.4869 4.2632 -2.7699
C 2.1655 3.8735 -2.4781
C 1.9246 3.0440 -1.4256
C 2.9562 2.5277 -0.6256
H 3.6627 0.4169 1.9663
H 5.9428 1.2628 1.5466
H 6.3495 2.8234 -0.3211
H 5.5336 4.1404 -2.1899
H 3.6743 4.9244 -3.6055
H 1.3330 4.2429 -3.0654
O 1.1157 -2.2056 -2.1063
S 1.3367 -0.8907 -2.6680
O 2.2169 -0.7593 -3.7807
O 1.7770 0.0422 -1.5419
C -0.2463 -0.2665 -3.1522
C -0.3974 0.0752 -4.4857
C -1.6259 0.5258 -4.9525
C -2.6895 0.6426 -4.0766
C -2.5246 0.3302 -2.7318
C -1.3082 -0.1405 -2.2456
P -1.1460 -0.4924 -0.4608
C -2.6264 0.2388 0.2871
C -2.5971 1.4912 0.8859
C -3.7527 2.0380 1.4296
C -4.9460 1.3384 1.3686
C -4.9867 0.0830 0.7704
C -3.8346 -0.4670 0.2371
C -1.4570 -2.2540 -0.1851
C -1.6283 -2.6530 1.1416
C -2.0211 -3.9502 1.4275
C -2.2148 -4.8609 0.3949
C -2.0235 -4.4707 -0.9219
C -1.6554 -3.1633 -1.2168
H 0.4492 -0.0259 -5.1517
H -1.7437 0.7814 -5.9977
H -3.6543 0.9877 -4.4273
H -3.3590 0.4765 -2.0590
H -1.6712 2.0455 0.9419
H -3.7141 3.0122 1.8988
H -5.8478 1.7663 1.7883
H -5.9169 -0.4683 0.7259
H -3.8721 -1.4524 -0.2122
H -1.4949 -1.9394 1.9496
H -2.1905 -4.2475 2.4547
H -2.5262 -5.8735 0.6190
H -2.1781 -5.1783 -1.7264
H -1.5238 -2.8609 -2.2462
Br -5.7104 5.1556 -1.9015
C -3.9350 4.7316 -1.4321
C -3.4181 5.2017 -0.2317
C -2.1229 4.8670 0.1187
C -1.3593 4.0644 -0.7237
C -1.8771 3.6279 -1.9356
C -3.1723 3.9597 -2.2954
C 0.0045 3.7012 -0.2902
O 0.5847 4.1681 0.6419
O 0.5944 2.7335 -1.1058
H -4.0292 5.8161 0.4156
H -1.6955 5.2183 1.0494
H -1.2672 3.0256 -2.5962
H -3.5901 3.6249 -3.2355
C 2.0487 -1.7535 4.7338
C 2.7921 -1.9623 3.4259
N 2.2799 -3.0870 2.6363
C 2.3606 -4.4036 3.2882
C 1.0428 -4.8861 3.8742
C 1.9392 -2.9580 1.3511
C 1.6604 -4.2126 0.5683
N 1.9122 -1.7944 0.7207
H 2.4244 -0.8561 5.2282
H 2.1962 -2.5881 5.4212
H 0.9779 -1.6303 4.5664
H 3.8483 -2.1630 3.6290
H 2.7430 -1.0772 2.8058
H 3.1068 -4.3063 4.0765
H 2.7611 -5.1314 2.5856
H 0.6831 -4.2129 4.6520
H 1.1722 -5.8764 4.3140
H 0.2717 -4.9572 3.1074
H 2.5703 -4.8084 0.4722
H 1.3002 -3.9628 -0.4248
H 0.9098 -4.8232 1.0654
H 1.7993 -2.0367 -0.2639
*
```

expectation value of S²: 6.04
energy above the lowest of the compared OMol25 structures with the same formula, charge and spin: 0.0 kJ/mol
HOMO energy (spin up / spin down): -10.74 / -10.70 eV
orbital gap (spin up / spin down): 7.47 / 5.53 eV

=====

Entry 2:
A cluster of 2 separate species, C2H8N3S in total, computed with the ωB97M-V functional and the def2-TZVPD basis.

```
! RIJCOSX wB97M-V def2-TZVPD def2/J DEFGRID3
* xyz 1 1
C 0.9033 -0.5100 -0.0821
C 2.0431 0.4037 -0.4129
N 1.2215 -1.7678 -0.0325
N -4.2560 0.5968 0.1835
N -0.2604 -0.1256 0.3624
S -3.2538 -0.2872 -0.6565
H 1.9357 0.6230 -1.5785
H 2.8769 -0.2256 -0.2605
H 2.0697 1.2771 0.2171
H 1.8046 -2.2038 -0.7681
H 0.5595 -2.4674 0.3867
H -4.9039 1.2307 -0.3242
H -4.4760 0.5580 1.2036
H -0.3967 0.8339 0.3023
*
```

energy above the lowest of the compared OMol25 structures with the same formula, charge and spin: 248.3 kJ/mol
HOMO energy (spin up / spin down): -12.67 / -13.27 eV
orbital gap (spin up / spin down): 5.05 / 6.28 eV

=====

Entry 3:
The molecule C2H3Cl2N2P, computed with the ωB97M-V functional and the def2-TZVPD basis.

```
! RIJCOSX wB97M-V def2-TZVPD def2/J DEFGRID3
* xyz 0 1
C 0.4672 0.4413 -1.0415
C 0.8028 0.1649 0.3808
N -0.8722 -0.2179 -1.5685
N -0.2063 -0.7407 0.9387
P -1.5277 -0.9102 -0.1369
Cl 1.2936 1.5512 -1.9875
Cl -2.6939 0.6005 0.3850
H 1.8047 -0.4555 0.6753
H 0.8016 1.0939 0.8563
H 0.1301 -1.5275 1.4982
*
```

energy above the lowest of the compared OMol25 structures with the same formula, charge and spin: 217.9 kJ/mol
HOMO energy (spin up / spin down): -8.90 / -8.90 eV
SMILES: ClC1=NP(Cl)NC1
orbital gap (spin up / spin down): 8.08 / 8.08 eV

=====

Entry 4:
A structure of composition C23H44GeN7O5PtSe, computed with the ωB97M-V functional and the def2-TZVPD basis.

```
! RIJCOSX wB97M-V def2-TZVPD def2/J DEFGRID3
* xyz 4 2
Pt 1.9260 -1.5184 -1.2700
C -3.3090 -1.3801 -0.1531
C -2.5395 -2.6210 0.2622
C -3.0382 -3.8460 -0.4837
C -2.5706 -2.8355 1.7639
O -1.1392 -2.3247 -0.1193
Ge 0.0683 -3.5630 -0.3808
O 0.8827 -3.1417 -1.9802
C 0.3754 -3.5273 -3.3493
C -0.7401 -2.5779 -3.7262
C -0.1235 -4.9528 -3.1980
C 1.5735 -3.4561 -4.2681
O 1.6393 -2.7731 0.3269
C 2.7170 -3.7006 0.8614
C 2.8595 -3.3153 2.3215
C 3.9985 -3.4772 0.0878
C 2.2419 -5.1350 0.7127
H -4.3786 -1.5448 -0.0213
H -3.1293 -1.1479 -1.2026
H -3.0245 -0.5238 0.4608
H -4.0359 -4.1193 -0.1405
H -2.4007 -4.7176 -0.2910
H -3.0946 -3.6703 -1.5589
H -3.5948 -2.9847 2.1063
H -2.1590 -1.9689 2.2820
H -1.9994 -3.7236 2.0463
H -1.6362 -2.7595 -3.1326
H -0.9989 -2.7071 -4.7771
H -0.4417 -1.5416 -3.5708
H -0.8949 -5.0326 -2.4231
H 0.6888 -5.6463 -2.9818
H -0.5984 -5.2688 -4.1278
H 1.9651 -2.4413 -4.3386
H 1.2791 -3.7654 -5.2713
H 2.3653 -4.1226 -3.9277
H 3.2851 -2.3159 2.4074
H 3.5320 -4.0084 2.8281
H 1.8946 -3.3523 2.8265
H 4.4066 -2.4867 0.2819
H 3.8520 -3.6112 -0.9859
H 4.7363 -4.2112 0.4125
H 1.3543 -5.3398 1.3196
H 3.0182 -5.8146 1.0660
H 2.0590 -5.3988 -0.3348
N 0.9743 2.9936 3.7715
C -0.0332 3.7669 3.6016
C 0.0667 5.1213 3.0189
C -1.2318 5.7879 2.5319
C -2.1547 6.2349 3.6836
N -3.5617 6.3341 3.3189
C -4.2723 7.4604 3.1295
N -3.7032 8.6585 3.1477
N -5.5784 7.3645 2.9117
C -0.5702 1.6766 0.7611
O -1.2632 2.2244 1.5185
O 0.0811 1.1066 -0.0061
H 0.8767 2.1025 4.2455
H 1.8862 3.2129 3.3824
H -0.9591 3.4370 4.0645
H 0.8442 5.1357 2.2514
H 0.4793 5.7271 3.8434
H -1.7655 5.1582 1.8191
H -0.9128 6.6702 1.9764
H -1.8309 7.2037 4.0612
H -2.0777 5.5712 4.5486
H -4.0763 5.4731 3.2250
H -2.7203 8.7958 3.2969
H -4.2627 9.4932 3.0628
H -6.0663 6.4862 2.9704
H -6.1445 8.1834 2.7525
Se 5.8229 -0.0130 -1.5004
N 5.6842 0.8522 -3.0138
C 4.4336 0.7615 -3.4450
C 3.8343 1.3165 -4.6144
C 2.5032 1.0793 -4.8030
C 1.7468 0.2771 -3.8997
N 2.2816 -0.2678 -2.8318
C 3.5946 0.0086 -2.5894
N 4.0927 -0.4877 -1.4814
H 4.4202 1.9034 -5.3101
H 1.9886 1.4796 -5.6650
H 0.7019 0.0809 -4.0942
*
```

expectation value of S²: 0.75
energy above the lowest of the compared OMol25 structures with the same formula, charge and spin: 268.1 kJ/mol
HOMO energy (spin up / spin down): -18.26 / -18.84 eV
orbital gap (spin up / spin down): 7.65 / 7.46 eV

=====

Entry 5:
The ion C3H10NS2 with charge +2, computed with the ωB97M-V functional and the def2-TZVPD basis.

```
! RIJCOSX wB97M-V def2-TZVPD def2/J DEFGRID3
* xyz 2 2
N 0.1429 0.5333 1.1025
C -0.5373 0.5385 -0.2262
C -1.9605 0.0515 -0.0114
C 0.0896 -0.4217 -1.3397
S 2.0643 -0.2497 -1.4189
S 2.9878 -1.0652 0.2931
H 0.0968 1.4652 1.5288
H -0.1874 -0.2367 1.7125
H 1.1571 0.4006 1.0661
H -0.4353 1.5533 -0.6083
H -2.4846 0.7455 0.6407
H -2.4874 0.0766 -0.9681
H -1.9282 -1.0266 0.1987
H -0.0171 -1.4708 -1.0893
H -0.1037 -0.0466 -2.3390
H 3.6029 -0.8472 1.4586
*
```

expectation value of S²: 0.76
energy above the lowest of the compared OMol25 structures with the same formula, charge and spin: 309.8 kJ/mol
HOMO energy (spin up / spin down): -19.57 / -19.38 eV
orbital gap (spin up / spin down): 8.47 / 6.49 eV

=====

Entry 6:
A structure of composition C20H54F6N2O12PRb, computed with the ωB97M-V functional and the def2-TZVPD basis.

```
! RIJCOSX wB97M-V def2-TZVPD def2/J DEFGRID3
* xyz 1 2
Rb 2.8588 -3.7948 2.2702
P 1.3546 -0.1388 1.2763
F -0.0851 0.7274 0.9198
F 1.9551 1.1934 2.0021
F 0.7969 -0.8004 2.7773
F 2.7269 -0.9171 1.6979
F 0.8914 -1.5539 0.5616
F 2.1012 0.4661 -0.1410
C -9.1697 0.7443 1.2854
O -7.9400 1.3512 1.7112
C -7.9996 2.0515 2.9438
C -6.8139 1.5708 3.7786
N -7.0767 0.1601 4.0540
C -5.8839 -0.5780 4.5897
C -4.9624 -0.9699 3.4289
O -3.9542 0.0302 2.9860
C -2.9578 -0.4797 2.0444
H -9.3001 -0.1669 1.8692
H -8.9656 0.7860 0.2155
H -10.0877 1.3228 1.3892
H -8.9126 1.7266 3.4428
H -8.1187 3.1301 2.8408
H -6.6675 2.0974 4.7217
H -5.9238 1.7130 3.1657
H -7.4828 -0.3519 3.2839
H -6.4183 -1.4297 5.0107
H -5.3642 -0.0984 5.4192
H -5.6311 -1.0969 2.5776
H -4.5125 -1.9430 3.6260
H -3.3202 -0.8330 1.0790
H -2.5027 -1.3325 2.5481
H -2.3123 0.3023 1.6444
C 2.1225 -0.9175 -8.3784
O 3.1442 -0.1763 -7.8701
C 2.6692 0.9992 -7.2201
C 1.9467 0.9205 -5.7423
N 2.8616 0.6343 -4.6590
C 3.3610 -0.8076 -4.7130
C 4.4690 -1.1529 -3.6675
O 3.9960 -1.0423 -2.3357
C 4.6414 -1.7038 -1.2479
H 2.5022 -1.8632 -8.7650
H 1.6699 -0.3837 -9.2140
H 1.3883 -1.1421 -7.6046
H 1.8991 1.4929 -7.8127
H 3.4942 1.7088 -7.1566
H 0.9495 0.4810 -5.7645
H 1.5533 1.9352 -5.6801
H 3.6035 1.3021 -4.8134
H 3.8715 -0.8582 -5.6747
H 2.5267 -1.5073 -4.7619
H 5.3710 -0.5993 -3.9281
H 4.6644 -2.2027 -3.8862
H 4.1566 -1.4368 -0.3089
H 5.7104 -1.9163 -1.2558
H 4.2723 -2.7291 -1.2733
C -0.8176 2.6660 -3.4456
C -0.3411 1.4424 -2.5997
O -1.4052 0.5475 -2.2181
O 0.2662 3.4251 -3.9315
H -1.5511 3.2692 -2.9105
H -1.1762 2.3092 -4.4111
H 0.3198 1.7095 -1.7751
H 0.2604 0.7981 -3.2409
H -1.0705 -0.1424 -1.6406
H 0.6871 3.8627 -3.1878
C 5.6894 1.6855 1.2804
C 5.8673 2.5578 2.4983
O 4.8695 2.4777 3.4765
O 4.4952 2.1837 0.6292
H 5.4000 0.6583 1.5024
H 6.4798 1.6758 0.5298
H 5.9710 3.5547 2.0698
H 6.9059 2.4760 2.8191
H 4.8479 3.3279 3.9219
H 3.9480 2.2575 1.4145
C 2.4864 1.2314 6.0168
C 1.4915 0.1600 6.4942
O 2.2052 -0.4868 7.4487
O 2.4610 2.2175 6.9717
H 2.2547 1.4371 4.9718
H 3.5449 0.9920 6.1183
H 1.1217 -0.5346 5.7399
H 0.5629 0.5723 6.8889
H 2.3142 0.2415 8.0646
H 2.0026 3.0190 6.7090
C -1.4340 -4.2576 -0.7165
C -0.3334 -3.6580 -1.6742
O -0.1347 -4.5403 -2.7597
O -1.1777 -5.6053 -0.4895
H -2.3986 -4.2321 -1.2233
H -1.4578 -3.7157 0.2289
H 0.5894 -3.7153 -1.0970
H -0.5535 -2.6284 -1.9563
H 0.4520 -5.2482 -2.4836
H -0.8090 -5.9134 -1.3206
*
```

expectation value of S²: 0.76
HOMO energy (spin up / spin down): -9.32 / -9.32 eV
orbital gap (spin up / spin down): 6.18 / 2.07 eV

=====

Number 1: largest force on an atom 0.0136 hartree/bohr, molar mass 1009.68 g/mol. Number 2: largest force on an atom 0.0988 hartree/bohr, molar mass 106.17 g/mol. Number 3: largest force on an atom 0.1690 hartree/bohr, molar mass 156.94 g/mol. Number 4: largest force on an atom 0.0232 hartree/bohr, molar mass 845.30 g/mol. Number 5: largest force on an atom 0.0738 hartree/bohr, molar mass 124.25 g/mol. Number 6: largest force on an atom 0.0805 hartree/bohr, molar mass 745.08 g/mol.